(1)
77
Properties=species:S:1:pos:R:3:forces:R:3 method="wB97M-V/def2-TZVPD" e_lumo_ha=-0.2550 multiplicity=1 energy_ha=-2814.06106 charge=+2 orbital_gap_ev=7.74
Sn -0.03280 0.06475 -0.02036 -0.10 -0.04 -0.01
C 2.82513 -4.25435 -0.26602 -0.15 0.12 0.05
C 1.93301 -3.77379 0.85057 0.19 -0.08 -0.32
C 1.93392 -4.39013 2.06855 0.07 -0.22 0.10
C 1.09679 -3.95317 3.11080 0.05 -0.10 0.19
N 0.29077 -2.93567 2.92960 0.11 0.18 -0.26
N 0.29610 -2.30123 1.74799 -0.22 0.15 0.20
B -0.63686 -1.03481 1.72003 -0.10 0.03 0.05
N -2.15456 -1.38000 1.48467 0.23 -0.21 0.26
N -2.62975 -2.30081 2.35942 0.05 0.20 -0.27
C -3.86744 -2.70420 2.23795 -0.05 -0.16 0.10
C -4.69314 -2.18401 1.21793 -0.27 -0.16 0.11
C -4.23015 -1.27348 0.32414 -0.13 0.24 -0.29
C -5.10829 -0.74717 -0.77841 0.15 0.02 0.05
C -2.87717 -0.86665 0.47475 0.00 -0.04 -0.01
S -2.29093 0.28941 -0.74274 -0.17 -0.06 0.06
C -4.40631 -3.75295 3.20394 -0.04 0.09 0.00
C -5.58299 -3.13495 3.98119 -0.03 0.05 -0.01
C -4.90781 -4.96453 2.39669 0.04 -0.02 -0.06
C -3.31974 -4.20802 4.17447 -0.10 -0.03 -0.17
N -0.39262 -0.05527 2.93019 -0.20 -0.32 0.01
N -0.95012 -0.47486 4.07843 0.08 0.16 -0.35
C -0.83964 0.26351 5.15504 -0.06 -0.12 0.13
C -0.10327 1.45968 5.12028 0.03 0.07 0.27
C 0.45547 1.91164 3.96087 0.22 0.29 -0.07
C 1.21693 3.20993 3.91785 -0.10 -0.12 -0.09
C 0.26696 1.11217 2.80874 0.06 -0.02 0.03
S 0.95337 1.77669 1.30771 0.02 0.01 0.04
C -1.56833 -0.25716 6.39046 -0.05 0.10 -0.04
C -1.33254 0.63999 7.60664 0.01 0.02 0.03
C -3.07020 -0.28580 6.05513 -0.03 0.02 -0.02
C -1.07987 -1.67790 6.69407 0.01 0.02 0.12
C 1.07627 -2.65692 0.70845 -0.03 -0.05 -0.01
S 1.11963 -1.83828 -0.87307 0.20 -0.04 0.12
C 1.09825 -4.56595 4.50832 0.08 -0.02 -0.01
C 1.95729 -5.83280 4.56843 0.04 0.00 0.02
C 1.67014 -3.50095 5.46553 0.01 0.06 -0.02
C -0.34053 -4.91600 4.91119 0.14 0.02 0.01
H 3.41031 -5.11145 0.06260 -0.03 0.05 0.01
H 3.51204 -3.46908 -0.59085 -0.05 -0.01 0.04
H 2.24135 -4.55890 -1.13938 0.00 0.05 0.08
H 2.59826 -5.23003 2.22944 -0.06 0.04 0.01
H -5.71837 -2.52875 1.13391 0.10 0.01 0.03
H -6.10021 -1.18761 -0.70730 0.02 0.00 0.00
H -4.69345 -0.98842 -1.75962 0.01 0.01 0.04
H -5.21473 0.33832 -0.72467 0.05 -0.02 0.02
H -6.39737 -2.82285 3.31819 0.10 -0.04 0.10
H -5.26489 -2.26713 4.56702 -0.02 -0.08 -0.05
H -5.98984 -3.87849 4.67148 0.04 0.07 -0.07
H -5.75639 -4.72081 1.74968 0.11 0.00 0.07
H -5.24380 -5.74029 3.08871 0.02 0.07 -0.05
H -4.10939 -5.38893 1.77818 -0.09 0.05 0.07
H -2.87719 -3.36610 4.71343 -0.15 -0.05 -0.08
H -2.51516 -4.72911 3.64608 -0.32 0.17 0.04
H -3.75502 -4.89734 4.90194 0.04 0.04 -0.05
H 0.02708 2.03953 6.02519 -0.06 -0.02 -0.04
H 1.29276 3.63250 4.91689 -0.02 -0.01 -0.01
H 0.70971 3.93479 3.27586 0.02 -0.04 0.02
H 2.22766 3.07744 3.52739 -0.04 -0.06 -0.01
H -1.71734 1.65443 7.46016 0.04 -0.10 -0.01
H -0.27377 0.69775 7.87906 -0.09 -0.02 -0.03
H -1.86346 0.21645 8.45984 0.03 0.02 -0.01
H -3.45650 0.72232 5.87000 0.04 -0.10 0.01
H -3.62760 -0.71205 6.89326 0.06 0.05 -0.06
H -3.25189 -0.89730 5.16707 0.00 0.02 0.07
H -0.02598 -1.68049 6.99296 -0.18 0.03 -0.01
H -1.19560 -2.32107 5.82147 0.01 0.10 0.08
H -1.66433 -2.09787 7.51755 0.05 0.05 -0.07
H 3.02102 -5.62790 4.41182 -0.10 0.00 -0.02
H 1.63165 -6.59016 3.84687 0.01 0.09 0.09
H 1.86060 -6.27006 5.56350 0.03 0.01 -0.06
H 2.72070 -3.28511 5.23996 -0.13 -0.04 0.01
H 1.61555 -3.86398 6.49620 0.01 0.02 -0.11
H 1.09759 -2.56844 5.39768 0.17 -0.26 -0.04
H -0.76616 -5.67114 4.24064 0.14 0.07 0.12
H -0.98079 -4.03459 4.88501 0.28 -0.22 0.01
H -0.34494 -5.32479 5.92586 0.01 0.05 -0.10

(2)
75
Properties=species:S:1:pos:R:3:forces:R:3 method="wB97M-V/def2-TZVPD" e_lumo_ha="-0.4832 / -0.4814" e_above_lowest_ev=0.930 multiplicity=1 energy_ha=-3240.05399 charge=+4 orbital_gap_ev="6.41 / 6.46"
Co -0.35526 0.02957 0.13300 -0.36 -0.48 0.17
C 0.50428 -1.81784 -2.17592 -0.02 -0.01 -0.16
O 0.79762 -1.41116 -0.81833 -0.13 -0.12 0.10
C 2.20507 -1.61446 -0.55336 0.11 0.13 0.01
C 2.55670 -0.71619 0.59990 -0.05 -0.03 0.03
O 1.82034 0.52289 0.45478 0.01 0.32 -0.08
C 2.26610 1.50463 -0.49999 -0.03 0.01 -0.11
C 1.53616 1.35179 -1.81845 -0.02 0.01 0.12
O 0.10994 1.20048 -1.55651 0.07 -0.16 0.12
C -0.64928 1.45149 -2.76600 -0.06 -0.01 -0.05
H 0.63241 -2.89465 -2.27512 -0.01 0.01 0.02
H 1.17901 -1.30573 -2.86289 -0.02 -0.06 0.01
H -0.52036 -1.55402 -2.40379 -0.06 0.02 -0.01
H 2.76532 -1.33535 -1.44823 -0.01 -0.04 -0.01
H 2.40239 -2.66631 -0.34018 -0.04 0.02 0.05
H 3.62651 -0.51868 0.66636 0.00 0.00 -0.02
H 2.21510 -1.13262 1.54791 0.07 -0.02 0.00
H 3.34652 1.44663 -0.64201 -0.01 -0.03 -0.03
H 2.03425 2.47199 -0.05374 0.04 -0.01 0.02
H 1.87728 0.50281 -2.40905 0.02 0.03 0.04
H 1.68318 2.25716 -2.41088 -0.01 -0.02 -0.01
H -0.51830 2.49097 -3.06446 0.02 0.00 0.01
H -1.69714 1.24933 -2.55767 0.04 0.04 0.03
H -0.30919 0.79715 -3.56911 0.01 -0.01 0.01
O 0.49103 0.80371 2.58550 -0.08 -0.05 0.12
N -0.28599 -0.24304 2.07548 -0.02 0.17 -0.26
C -0.94302 -0.79943 3.02774 0.01 -0.13 -0.05
C -2.00958 -1.76300 2.92299 0.02 0.03 -0.04
C -2.42474 -2.34768 4.12135 0.01 0.02 0.05
C -3.43615 -3.29680 4.13481 -0.02 -0.01 0.00
C -4.04400 -3.66536 2.94538 0.01 0.01 0.00
C -3.63694 -3.09333 1.74200 0.02 0.03 0.02
C -2.63170 -2.13004 1.72145 -0.02 -0.08 -0.07
P -2.19959 -1.57040 0.06479 0.42 0.60 -0.06
C -3.57319 -0.66886 -0.63809 -0.06 -0.01 0.01
C -3.59035 -0.36046 -2.00766 -0.01 -0.05 0.07
C -4.67757 0.29806 -2.55586 -0.03 0.03 0.01
C -5.74902 0.66597 -1.74504 0.01 0.00 0.02
C -5.73083 0.38116 -0.38406 -0.01 0.03 -0.04
C -4.64695 -0.27980 0.17546 0.04 -0.05 0.00
C -1.82799 -3.07425 -0.79941 -0.04 -0.07 -0.08
C -2.54727 -3.49493 -1.92709 0.04 0.06 0.10
C -2.29652 -4.74720 -2.46276 0.06 -0.06 0.01
C -1.33233 -5.57198 -1.89182 -0.02 0.03 0.00
C -0.62657 -5.16189 -0.75980 0.00 0.00 -0.05
C -0.86931 -3.91819 -0.21288 -0.06 0.01 0.01
H 1.31453 0.80038 2.05726 -0.10 0.11 0.02
H -0.65384 -0.48640 4.02842 0.02 -0.01 -0.01
H -1.94295 -2.06232 5.04865 0.00 0.00 0.01
H -3.74514 -3.74665 5.06889 0.01 0.00 0.00
H -4.83498 -4.40393 2.94181 0.00 0.00 0.00
H -4.11574 -3.41081 0.82320 0.00 0.00 -0.01
H -2.78169 -0.67576 -2.65559 0.01 -0.03 -0.02
H -4.70748 0.50445 -3.61778 0.00 0.00 -0.01
H -6.60748 1.16021 -2.18124 0.00 0.00 0.00
H -6.57690 0.64673 0.23594 0.00 0.00 0.00
H -4.66408 -0.53830 1.22807 -0.01 0.01 -0.02
H -3.32440 -2.88088 -2.35932 -0.01 0.01 -0.01
H -2.86736 -5.08830 -3.31570 0.01 -0.01 -0.02
H -1.13928 -6.54819 -2.31718 -0.02 -0.01 0.00
H 0.09702 -5.82476 -0.30436 0.01 0.00 0.00
H -0.33584 -3.61232 0.68083 -0.01 0.00 0.01
N -1.96930 5.12854 1.86666 0.01 0.03 0.02
C -2.40372 3.83604 1.21656 -0.01 0.00 0.01
C -1.25192 2.82613 1.12958 0.05 -0.02 -0.03
N -1.69595 1.54677 0.50451 0.23 -0.01 0.00
H -2.74873 5.79941 1.88780 0.03 -0.03 0.01
H -1.20157 5.58965 1.36482 -0.05 -0.02 0.02
H -1.66777 4.99999 2.83975 -0.01 0.00 -0.05
H -2.79343 4.09969 0.23340 0.01 0.00 0.01
H -3.22450 3.45213 1.82252 0.00 0.00 -0.02
H -0.85451 2.59974 2.11712 0.00 -0.01 0.01
H -0.43556 3.22397 0.52406 -0.01 0.00 -0.01
H -2.06053 1.74763 -0.42816 -0.02 -0.06 0.00
H -2.50026 1.18128 1.01531 0.05 -0.06 0.03

(3)
90
Properties=species:S:1:pos:R:3:forces:R:3 method="wB97M-V/def2-TZVPD" e_lumo_ha="0.0028 / -0.0033" multiplicity=2 energy_ha=-2964.77571 orbital_gap_ev="8.89 / 9.45"
C 4.59059 0.59756 -3.45072 0.37 -0.04 0.63
C 3.97538 -0.21453 -2.30598 0.24 -0.48 -0.76
C 2.55268 -0.73292 -2.48925 0.47 0.77 0.18
F 2.59495 -1.98369 -3.13531 0.10 0.24 -0.17
C 1.54603 0.13204 -3.25888 -1.56 -0.85 -0.06
N 1.78865 0.01587 -4.70090 0.75 0.24 0.34
C 1.51094 1.59445 -2.81207 0.27 -0.41 -0.44
C 0.15021 2.29024 -2.90248 -0.50 1.06 -0.08
C 0.35427 3.70481 -2.35537 0.28 -0.18 -0.48
C -0.34144 2.47684 -4.34747 0.64 -0.38 0.08
N -0.92110 1.60260 -2.09629 1.93 0.00 0.84
O -1.30707 2.23062 -1.05066 -0.54 0.05 -0.22
C -0.66298 0.16473 -1.84286 -1.67 -1.32 0.27
C -0.05319 -0.05584 -0.45064 0.22 1.03 -0.50
C -2.03574 -0.55749 -1.81640 0.06 0.04 -0.16
C 0.12827 -0.48662 -2.96127 0.73 0.81 -0.06
H 4.34760 1.64780 -3.33028 -0.18 0.17 -0.37
H 4.32325 0.21763 -4.42535 -0.27 0.07 -0.16
H 5.67316 0.53500 -3.36891 0.16 0.03 0.04
H 4.58952 -1.10670 -2.19025 -0.03 -0.20 0.18
H 4.07114 0.31436 -1.36354 -0.17 0.23 0.15
H 2.15434 -0.92332 -1.49577 -0.14 -0.12 0.10
H 1.32839 -0.79822 -5.07916 -0.01 0.07 -0.15
H 1.51005 0.85318 -5.18704 -0.16 -0.14 -0.14
H 1.93021 1.71916 -1.81829 -0.07 -0.09 0.29
H 2.17693 2.14875 -3.46810 0.15 0.18 -0.05
H 0.79548 3.70693 -1.36574 -0.11 0.07 0.23
H 1.05381 4.18811 -3.03576 0.16 0.13 -0.01
H -0.56312 4.27476 -2.39927 -0.21 0.06 0.30
H -0.86464 1.60772 -4.73039 -0.21 -0.02 -0.06
H 0.53066 2.64603 -4.97692 0.03 0.10 -0.19
H -0.94210 3.37343 -4.41820 -0.44 -0.02 -0.02
H 0.31154 -1.06972 -0.37003 0.07 -0.25 0.15
H 0.73809 0.67799 -0.29398 0.35 -0.25 0.18
H -0.80762 0.13739 0.29710 -0.13 -0.09 0.22
H -2.41029 -0.70556 -0.81082 -0.06 0.30 -0.09
H -1.93666 -1.55463 -2.23583 0.02 -0.19 -0.03
H -2.77715 -0.02862 -2.40942 -0.04 0.13 -0.07
H 0.22399 -1.53675 -2.70645 -0.02 -0.17 -0.07
H -0.44675 -0.42078 -3.88137 -0.19 -0.04 -0.07
C -1.40294 -2.82403 3.07803 0.29 0.09 0.01
C -2.30473 -4.03440 3.03440 -0.18 -0.01 0.12
O -3.30720 -3.63008 2.11977 0.31 -0.12 -0.07
C -2.73533 -2.73821 1.26293 -0.14 0.06 -0.33
O -3.21265 -2.40372 0.23211 -0.19 -0.05 0.40
O -1.55441 -2.29460 1.75658 -0.14 -0.04 0.16
F -2.87895 -4.28420 4.23874 -0.06 0.01 -0.04
H -1.74924 -2.09168 3.80908 -0.11 -0.09 0.04
H -0.36384 -3.07102 3.27956 0.03 0.03 -0.20
H -1.82889 -4.94345 2.66621 -0.05 -0.06 0.06
C -5.85189 -5.45315 1.94377 -0.08 0.36 0.09
C -5.31453 -6.31743 0.83006 0.17 -0.20 0.20
O -6.05510 -7.51506 0.99016 -0.17 0.26 -0.19
C -7.25166 -7.18037 1.55769 -0.16 -0.09 0.15
O -8.19989 -7.88776 1.59873 0.10 0.01 0.03
O -7.20089 -5.92073 2.05930 0.17 -0.13 -0.14
F -3.99476 -6.58813 0.98469 -0.02 -0.06 0.00
H -5.32340 -5.62935 2.88172 0.10 -0.09 -0.07
H -5.82268 -4.39312 1.71155 -0.20 -0.01 -0.01
H -5.48092 -5.92059 -0.17229 0.14 0.00 -0.03
C 0.68869 2.94254 1.78448 -0.10 -0.21 -0.36
C 0.08332 3.85324 2.82260 0.06 -0.17 0.22
O 1.23382 4.42757 3.42711 -0.07 0.19 -0.28
C 2.22359 4.44047 2.48561 0.23 -0.08 -0.12
O 3.22310 5.07223 2.56633 -0.09 -0.07 0.12
O 1.89821 3.63597 1.44702 -0.14 0.06 0.16
F -0.61380 3.16762 3.75874 0.05 0.04 0.05
H 0.93696 1.96433 2.20000 -0.05 0.06 0.17
H 0.05634 2.80647 0.91051 0.08 0.13 -0.16
H -0.54668 4.64684 2.41908 -0.08 -0.02 0.07
C 1.35199 -4.31129 -2.26713 0.07 -0.04 -0.12
C 1.48588 -5.71448 -1.72411 0.14 0.10 0.16
O 0.69560 -5.66108 -0.54541 -0.24 -0.04 -0.26
C -0.26358 -4.71728 -0.74535 -0.05 0.17 0.09
O -1.23307 -4.58530 -0.07333 0.17 -0.13 0.11
O 0.03903 -3.94696 -1.81525 0.04 -0.16 0.07
F 2.76231 -6.01181 -1.39053 -0.02 -0.01 0.07
H 2.08873 -3.63512 -1.83171 -0.03 -0.25 0.02
H 1.41744 -4.26004 -3.35031 -0.18 0.08 0.04
H 1.09773 -6.49553 -2.37960 0.09 -0.08 0.02
C 2.72920 7.05551 5.23970 -0.04 -0.14 -0.21
C 2.42457 7.11644 6.71620 0.29 0.17 0.07
O 2.39857 8.51036 6.96780 -0.31 -0.14 -0.12
C 2.02416 9.12417 5.80670 0.04 0.20 -0.13
O 1.65879 10.24754 5.72540 0.08 -0.07 0.03
O 2.11950 8.26250 4.76399 0.02 -0.06 0.22
F 3.40205 6.54743 7.46390 -0.01 0.03 0.03
H 3.80168 7.08667 5.04562 0.03 0.00 0.14
H 2.30537 6.18723 4.74998 -0.13 0.11 -0.12
H 1.46418 6.68227 6.99956 0.05 -0.08 0.09